Molecular formula: C10H31O7PS
Method: DFT, ωB97M-V/def2-TZVPD

```
! wB97M-V def2-TZVPD RIJCOSX def2/J DEFGRID3
* xyz 0 1
C -2.9056 -5.2625 -3.5088
P -1.6619 -6.6486 -3.5529
C -2.1379 -7.6994 -5.0338
O -0.0830 -6.0367 -3.8923
S 0.7095 -5.4454 -2.5609
O 0.0034 -4.1760 -2.2489
O 0.3435 -6.4980 -1.3060
H -3.3147 -4.9773 -4.4903
H -2.5053 -4.3798 -3.0055
H -3.7523 -5.6509 -2.9278
H -2.3626 -7.1133 -5.9335
H -1.2920 -8.3719 -5.2019
H -3.0320 -8.2556 -4.7402
H 0.9960 -6.2582 -0.6446
C 1.4387 -1.4019 -0.0570
C -0.0488 -1.7033 -0.0564
O -0.8082 -0.4990 0.0494
H 1.7213 -0.8725 0.8560
H 2.0254 -2.3200 -0.1269
H 1.7009 -0.7559 -0.8985
H -0.3097 -2.3316 0.7956
H -0.3353 -2.2275 -0.9689
H -0.5902 0.0557 -0.7059
C -2.2346 3.8373 1.1858
C -2.1978 2.8707 0.0185
O -0.8548 2.4874 -0.2727
H -1.6402 4.7234 0.9638
H -3.2578 4.1465 1.4091
H -1.8048 3.3773 2.0798
H -2.6057 3.3350 -0.8794
H -2.7860 1.9733 0.2397
H -0.4937 2.0698 0.5145
C 2.3847 6.0865 1.8020
C 1.0270 5.4976 1.4706
O -0.0116 6.4486 1.7229
H 2.4220 6.3932 2.8488
H 3.1798 5.3624 1.6193
H 2.5778 6.9780 1.1982
H 0.8342 4.6255 2.0844
H 0.9821 5.1928 0.4199
H 0.1547 7.2154 1.1713
C 2.7736 1.5848 4.1322
C 1.6367 1.8531 3.1644
O 2.0639 2.6891 2.0895
H 3.1596 2.5222 4.5352
H 2.4439 0.9554 4.9606
H 3.6031 1.0860 3.6244
H 0.8196 2.3685 3.6699
H 1.2488 0.9143 2.7539
H 2.7762 2.2355 1.6334
*
```

Largest force on an atom: 2.3 eV/Å
Frontier orbital gap: 8.88 eV
LUMO level: 0.38 eV

***

Molecular formula: C15H16AsF5N4O4PdS
Method: DFT, ωB97M-V/def2-TZVPD

```
! wB97M-V def2-TZVPD RIJCOSX def2/J DEFGRID3
* xyz 0 1
Pd -0.2319 -0.2179 0.2497
C -4.2272 -2.4166 -0.8470
As -2.7094 -1.1851 -0.5746
C -3.4916 0.1404 0.6238
C -2.3838 -0.5341 -2.3878
S -1.1790 -2.4138 0.2478
H -5.0386 -1.8984 -1.3617
H -4.5832 -2.7808 0.1203
H -3.8999 -3.2725 -1.4436
H -4.3665 0.5756 0.1416
H -2.7581 0.9168 0.8552
H -3.7851 -0.3716 1.5449
H -2.9569 0.3764 -2.5506
H -2.6887 -1.3015 -3.1030
H -1.3228 -0.3061 -2.5027
F 2.0888 -0.5140 6.7481
C 1.4337 -0.2044 5.6189
C 1.7870 -0.7957 4.4103
F 2.7844 -1.6859 4.3611
C 1.0987 -0.4611 3.2609
F 1.4672 -1.0174 2.0572
C 0.0112 0.4435 3.2276
O -0.6624 0.7098 2.1763
C -0.2904 1.0368 4.4818
F -1.2913 1.9366 4.5247
C 0.3883 0.7180 5.6421
F 0.0424 1.2964 6.8003
N 0.7019 4.6699 -0.6562
C -0.4476 4.0201 -1.2732
C -0.5544 2.6168 -0.6914
O 0.4527 2.2988 0.1020
O -1.4615 1.8473 -0.9141
H 1.5039 4.6178 -1.2792
H 0.9947 3.1429 0.1775
H 0.5197 5.6373 -0.4283
H -0.3426 3.9084 -2.3591
H -1.3796 4.5530 -1.0760
N 2.4352 -1.2137 -0.6947
C 2.0137 -0.0852 -1.3219
O 0.7962 0.0231 -1.6470
C 2.9668 0.9305 -1.6036
C 4.3157 0.7765 -1.2837
N 5.4289 0.6421 -1.0210
C 2.5712 2.1428 -2.1510
N 2.2400 3.1687 -2.5644
H 1.7704 -1.9626 -0.5215
H 3.4045 -1.3453 -0.4578
*
```

Largest force on an atom: 2.8 eV/Å
Frontier orbital gap (spin up / spin down): 5.55 / 5.42 eV
LUMO level (spin up / spin down): -2.67 / -2.78 eV
ΔE to the lowest compared entry with this formula, charge and spin: 50.4 kcal/mol

***

Molecular formula: C19H37B3O9
Method: DFT, ωB97M-V/def2-TZVPD

```
! wB97M-V def2-TZVPD RIJCOSX def2/J DEFGRID3
* xyz 0 1
C -1.5982 5.8562 -2.3645
C -1.2479 4.8574 -2.9242
C -0.8252 3.6382 -3.6098
B 0.4849 3.0403 -2.9571
O 1.3373 3.8372 -2.2025
B 2.6341 3.7637 -2.7044
O 3.0804 2.5327 -3.1103
B 2.1881 1.4941 -2.8177
C 2.6948 0.1926 -2.1331
C 1.7511 -0.2444 -0.9756
C 0.6251 -1.1624 -1.4253
C -0.3121 -1.6163 -0.3048
C -0.7642 -0.5370 0.7010
C 0.0213 -0.4245 2.0175
C 1.0381 0.7198 2.1300
C 0.5105 2.0906 1.6944
C 1.0054 3.2217 2.6008
C 0.5936 4.5815 2.0386
O 0.8523 1.7244 -3.1341
H -1.6741 6.7319 -1.7696
H -0.6618 3.8593 -4.6657
H -1.6227 2.8980 -3.5225
H 3.2876 4.7476 -2.8032
H 2.7937 -0.6353 -2.8396
H 3.6691 0.3933 -1.6895
H 1.3036 0.6634 -0.5710
H 2.3694 -0.7183 -0.2148
H 0.0577 -0.6299 -2.1915
H 1.0781 -2.0318 -1.9094
H 0.0798 -2.4926 0.2127
H -1.2307 -1.9494 -0.7932
H -1.7797 -0.8228 0.9785
H -0.8572 0.4265 0.1981
H 0.5246 -1.3685 2.2343
H -0.6967 -0.2687 2.8244
H 1.9786 0.4888 1.6321
H 1.2975 0.8078 3.1891
H -0.5815 2.1083 1.6819
H 0.8434 2.3492 0.6856
H 0.5997 3.0861 3.6032
H 2.0960 3.1787 2.6188
H 0.9013 5.3927 2.6963
H -0.4838 4.6161 1.8797
H 1.0720 4.7466 1.0727
C -0.1071 -7.2088 -3.5475
O 0.9275 -6.2675 -3.2508
C 1.4376 -5.6606 -4.3210
O 1.1037 -5.8423 -5.4617
O 2.3821 -4.8158 -3.9088
C 3.0166 -4.0875 -4.9607
H -0.4232 -7.6188 -2.5931
H -0.9473 -6.7151 -4.0318
H 0.2711 -8.0067 -4.1834
H 2.2927 -3.4737 -5.4936
H 3.5171 -4.7604 -5.6541
H 3.7534 -3.4404 -4.4934
C -5.7016 -0.8628 4.4712
O -5.1368 -0.5322 5.7426
C -3.8087 -0.4372 5.7425
O -3.0900 -0.6032 4.7922
O -3.4116 -0.1265 6.9750
C -1.9953 0.0092 7.1178
H -6.7761 -0.9054 4.6215
H -5.4635 -0.0976 3.7351
H -5.3394 -1.8308 4.1307
H -1.6201 0.8071 6.4797
H -1.4939 -0.9258 6.8758
H -1.8206 0.2601 8.1595
*
```

Structure (SMILES): C#CCB1OBOB(CCCCCCCCCC)O1.COC(=O)OC.COC(=O)OC
Largest force on an atom: 1.0 eV/Å
Frontier orbital gap: 10.32 eV
LUMO level: 0.50 eV

***

Molecular formula: C20H43HgN2O7P2S
Method: DFT, ωB97M-V/def2-TZVPD

```
! wB97M-V def2-TZVPD RIJCOSX def2/J DEFGRID3
* xyz 0 2
Hg -2.1713 -0.5617 -1.1576
O -2.9234 -2.6465 -1.4523
S -3.4473 -2.8524 -0.0640
O -3.0834 -4.1033 0.5120
O -3.0495 -1.6511 0.7105
O -5.0028 -2.8061 -0.1632
O 0.0429 -0.4704 -0.7604
P 1.1972 -0.2817 0.1977
C 1.8050 -1.9365 0.7044
C 2.6470 -2.0136 1.9961
C 1.8459 -2.1662 3.2922
C 0.7683 -3.2415 3.1833
C -0.1396 -2.9987 1.9823
C 0.6849 -2.9926 0.7002
C 2.4934 0.6302 -0.7300
C 3.9024 0.7498 -0.1237
C 4.8078 -0.4437 -0.4298
C 4.8942 -0.6986 -1.9299
C 3.5071 -0.9603 -2.5057
C 2.5607 0.2001 -2.2113
C 0.6199 0.6369 1.6899
C 1.6369 1.4725 2.4888
C 1.9069 2.8565 1.8960
C 0.6104 3.6212 1.6409
C -0.3382 2.8117 0.7620
C -0.6424 1.4719 1.4193
H 2.4711 -2.1777 -0.1288
H 3.3224 -1.1579 2.0769
H 3.2900 -2.8942 1.8952
H 1.3836 -1.2169 3.5746
H 2.5416 -2.4074 4.0994
H 0.1899 -3.2853 4.1079
H 1.2492 -4.2193 3.0645
H -0.6763 -2.0502 2.0926
H -0.9133 -3.7626 1.9110
H 0.0488 -2.8662 -0.1761
H 1.1696 -3.9697 0.5992
H 2.0343 1.6249 -0.7416
H 3.8649 0.9287 0.9511
H 4.3634 1.6407 -0.5639
H 4.4317 -1.3426 0.0639
H 5.7997 -0.2549 -0.0137
H 5.5640 -1.5345 -2.1394
H 5.3234 0.1840 -2.4181
H 3.1090 -1.8959 -2.1010
H 3.5639 -1.1009 -3.5869
H 1.5562 -0.0160 -2.5738
H 2.9158 1.0732 -2.7693
H 0.3124 -0.1924 2.3297
H 2.5691 0.9245 2.6408
H 1.2075 1.6087 3.4872
H 2.4553 2.7664 0.9564
H 2.5532 3.4169 2.5753
H 0.8285 4.5910 1.1896
H 0.1167 3.8202 2.5988
H 0.1026 2.6473 -0.2272
H -1.2680 3.3555 0.5886
H -1.3638 0.9027 0.8362
H -1.1151 1.6538 2.3908
N -3.3227 2.6161 -4.8717
C -4.6087 3.1135 -2.3672
P -4.2383 1.4253 -2.0178
O -4.6080 0.4973 -3.1256
O -2.7370 1.4381 -1.5832
C -5.2034 0.8489 -0.5396
N -5.8795 -0.4250 -0.8603
H -3.8655 1.7693 -4.9958
H -2.3814 2.3414 -4.6211
H -3.2864 3.1348 -5.7389
H -5.5373 3.3734 -2.8537
H -3.9755 3.9093 -2.0040
H -5.9043 1.6357 -0.2469
H -4.5131 0.7002 0.2950
H -5.3092 -1.8600 -0.3666
H -5.9537 -0.4918 -1.8760
H -6.8105 -0.4459 -0.4644
*
```

Expectation value of S²: 0.7538
Largest force on an atom: 0.8 eV/Å
Frontier orbital gap (spin up / spin down): 8.43 / 9.50 eV
LUMO level (spin up / spin down): 0.05 / -0.19 eV
ΔE to the lowest compared entry with this formula, charge and spin: 0.0 kcal/mol

***

Molecular formula: C2H4N2O5
Method: DFT, ωB97M-V/def2-TZVPD

```
! wB97M-V def2-TZVPD RIJCOSX def2/J DEFGRID3
* xyz 0 1
O -2.1831 -1.2192 -1.2229
C -2.4003 -0.9859 -0.0791
N -2.9695 0.3586 0.2293
O -3.8867 0.3869 1.0047
O -2.5455 1.2562 -0.4872
H -2.4882 -1.6313 0.8226
C 1.5784 0.6739 0.1519
N 0.3845 0.2691 -0.1416
O -0.4189 -0.2270 0.7432
O -0.0724 0.5565 -1.3906
H 1.9155 1.2810 -0.7029
H 2.0084 0.3745 1.0713
H -1.0847 0.9129 -1.1766
*
```

Structure (SMILES): O=C[N+](=O)[O-].C=[N+]([O-])O
Largest force on an atom: 3.0 eV/Å
Frontier orbital gap: 8.78 eV
LUMO level: -0.91 eV
ΔE to the lowest compared entry with this formula, charge and spin: 144.0 kcal/mol

***

Molecular formula: C2H3ClO6S3
Method: DFT, ωB97M-V/def2-TZVPD

```
! wB97M-V def2-TZVPD RIJCOSX def2/J DEFGRID3
* xyz 0 1
C -0.2898 -1.9157 -1.0001
C -2.3738 0.2107 0.0194
O 2.2908 2.2690 -0.4214
O 1.5865 1.5566 1.8232
O -0.8613 0.4367 -2.1378
O 0.1797 0.8574 0.1047
O 2.2116 -0.1251 -0.0008
O 2.1083 -2.6685 0.0875
S 1.7845 1.3071 0.4632
S -0.7696 -0.1695 -0.8917
S 1.1171 -1.6508 -0.0270
Cl 0.5489 -1.1525 1.8746
H -2.4055 1.2685 -0.4413
H -3.0992 -0.4241 -0.4344
H -2.0281 0.2003 0.9819
*
```

Largest force on an atom: 5.4 eV/Å
Frontier orbital gap: 8.07 eV
LUMO level: -1.94 eV
ΔE to the lowest compared entry with this formula, charge and spin: 111.0 kcal/mol

***

Molecular formula: C22H35Cl2InN4O3Se
Method: DFT, ωB97M-V/def2-TZVPD

```
! wB97M-V def2-TZVPD RIJCOSX def2/J DEFGRID3
* xyz 0 1
O 0.0172 -1.8561 -0.1415
C 0.9015 -2.8919 -0.4616
C 1.0125 -3.8930 0.6648
C 0.5856 -3.5789 1.9504
H 0.1336 -2.6124 2.1153
C 0.7228 -4.4877 2.9899
H 0.3965 -4.2202 3.9878
C 1.2790 -5.7381 2.7548
H 1.3881 -6.4495 3.5635
C 1.6883 -6.0711 1.4698
H 2.1146 -7.0466 1.2732
C 1.5568 -5.1536 0.4375
H 1.8813 -5.4141 -0.5626
H 0.5394 -3.4369 -1.3403
C 2.1895 -1.6293 -2.2053
C 2.2303 -2.2564 -0.8495
H 3.1626 -1.5727 -2.6860
H 1.7680 -0.6276 -2.1470
H 1.5286 -2.1997 -2.8627
C 3.2764 -2.2472 -0.0207
C 4.6143 -1.6276 -0.2438
H 3.1708 -2.7636 0.9274
H 5.4295 -2.3455 -0.2231
H 4.8247 -0.8710 0.5164
H 4.6526 -1.1085 -1.2051
In 0.3518 -0.0310 0.1293
Cl 0.6021 -0.1338 2.4353
Cl 2.6379 -0.0439 -0.2491
C 1.3194 2.6445 0.8099
O 0.3666 2.0629 0.2658
N 1.3663 3.9668 0.9932
C 0.5404 4.8676 0.2158
C 2.2357 4.5489 1.9923
H 2.1849 2.0935 1.1745
H -0.1176 4.2814 -0.4141
H 1.1625 5.5107 -0.4073
H -0.0564 5.4963 0.8767
H 2.6669 3.7645 2.6060
H 1.6775 5.2285 2.6371
H 3.0444 5.1074 1.5197
H -0.8826 1.7823 -4.8189
H -2.9689 0.0163 -4.9055
C -0.3524 0.8500 -4.6211
C -2.2664 -0.7150 -4.5069
N -1.1751 -0.0437 -3.8342
H 0.5653 1.0694 -4.0860
C -0.8801 -0.2992 -2.5593
O -0.0131 0.3183 -1.9176
H -2.7756 -1.3558 -3.7973
H -1.4406 -1.1148 -2.1054
H -0.0872 0.3843 -5.5690
H -1.8872 -1.3183 -5.3331
C -5.2861 0.8664 0.1943
N -4.4177 1.7037 1.0170
C -4.7988 2.8248 1.6585
C -3.7239 3.3034 2.3612
N -2.6732 2.4833 2.1600
C -1.3929 2.7097 2.8063
C -3.1106 1.5036 1.3162
Se -2.2455 0.0518 0.7366
H -6.3148 1.2852 0.1620
H -5.3376 -0.1554 0.6270
H -4.8861 0.8129 -0.8391
H -5.7925 3.2524 1.6342
H -3.7118 4.1828 2.9938
H -0.9981 3.7053 2.5178
H -1.5136 2.6740 3.9097
H -0.6799 1.9575 2.5122
*
```

Largest force on an atom: 8.2 eV/Å
Frontier orbital gap: 5.85 eV
LUMO level: 0.09 eV

***

Molecular formula: C3H8ClP
Method: DFT, ωB97M-V/def2-TZVPD

```
! wB97M-V def2-TZVPD RIJCOSX def2/J DEFGRID3
* xyz 0 1
C -1.4923 -0.0639 1.4897
C -0.4173 -0.8670 0.6604
C -0.3624 -0.2765 -0.5990
P 3.2340 0.5908 -1.2174
Cl 3.4721 0.4941 0.8156
H -0.9495 0.4273 2.4083
H -1.8455 0.7805 0.9366
H -2.2656 -0.7007 1.8319
H 0.5160 -0.7064 1.2290
H -0.6274 -1.8843 0.5553
H -0.4096 0.8851 -0.5957
H -0.4831 -0.8066 -1.5865
H 2.2319 1.6777 -1.4232
*
```

Largest force on an atom: 5.3 eV/Å
Frontier orbital gap (spin up / spin down): 6.59 / 9.00 eV
LUMO level (spin up / spin down): -1.18 / 0.43 eV
ΔE to the lowest compared entry with this formula, charge and spin: 72.9 kcal/mol